# 1
78
Properties=species:S:1:pos:R:3:mulliken_charge:R:1 method="wB97M-V/def2-TZVPD" largest_force_ev_per_a=3.16 total_energy_ev=-59448.845 homo_lumo_gap_ev=6.463 charge=+1 e_lumo_ev=-5.24
C -1.627 -1.557 0.573 -0.750
C -2.966 -0.708 0.661 -0.197
O -3.423 -0.330 -0.652 -0.212
P -4.613 0.852 -0.571 0.804
O -5.529 0.554 0.573 -0.745
C -3.888 2.556 -0.238 -0.901
C -2.323 2.533 -0.008 -0.491
C -1.859 2.954 1.451 -1.261
C -0.648 2.026 1.854 0.070
C -0.749 1.161 3.061 -0.169
C 0.289 0.241 3.502 0.298
C 0.207 -0.711 4.735 0.549
C 1.460 -0.496 5.693 -1.401
C -1.165 -0.664 5.523 -0.437
C -2.115 -1.786 4.901 -0.802
C 1.525 0.174 2.683 -1.462
C 1.640 1.009 1.501 0.606
C 0.574 1.952 1.059 0.777
C 0.814 2.778 -0.248 -0.124
O 0.499 3.936 -0.359 -0.490
C 1.487 1.959 -1.403 0.718
C 1.069 2.101 -2.796 -1.046
C 1.755 1.238 -3.780 -1.095
C 2.794 0.267 -3.393 1.375
C 3.445 -0.592 -4.517 -1.114
N 3.432 -2.058 -4.267 -0.244
C 2.176 -2.535 -3.647 -0.718
C 3.224 0.145 -1.983 0.822
C 4.321 -0.887 -1.561 -0.917
B 5.803 -0.513 -2.092 0.763
O 6.703 -1.616 -2.247 -0.597
O 6.255 0.785 -2.356 -0.526
C 2.549 1.011 -0.970 0.490
C 2.889 0.954 0.572 0.046
O 4.038 0.913 1.036 -0.917
O -5.374 0.802 -2.062 -0.471
C -5.808 -0.574 -2.256 -0.260
C -4.908 -1.394 -3.258 -0.948
H -1.168 -1.574 1.603 0.041
H -1.795 -2.587 0.169 0.416
H -0.955 -0.983 -0.133 0.121
H -3.768 -1.291 1.199 0.505
H -2.735 0.174 1.319 0.073
H -4.065 3.131 -1.197 0.361
H -4.445 3.099 0.563 0.439
H -1.872 3.289 -0.714 0.418
H -1.827 1.559 -0.253 0.362
H -1.451 3.999 1.459 0.389
H -2.686 2.911 2.212 0.525
H -1.694 1.194 3.654 0.044
H 0.313 -1.766 4.342 0.346
H 1.364 -1.049 6.665 0.435
H 1.687 0.597 5.834 0.318
H 2.366 -0.936 5.177 0.270
H -1.648 0.344 5.554 0.312
H -0.929 -0.978 6.581 0.356
H -1.557 -2.742 4.722 0.305
H -2.949 -2.010 5.613 0.388
H -2.485 -1.416 3.906 -0.025
H 2.381 -0.506 2.918 0.096
H 0.272 2.824 -3.101 0.484
H 1.488 1.314 -4.867 0.336
H 4.539 -0.285 -4.552 0.078
H 3.043 -0.362 -5.544 0.468
H 3.604 -2.514 -5.167 0.312
H 2.238 -3.665 -3.637 0.297
H 1.245 -2.282 -4.221 0.306
H 2.115 -2.237 -2.566 0.223
H 4.045 -1.872 -2.042 0.196
H 4.302 -1.098 -0.449 0.240
H 6.319 -2.141 -2.980 0.346
H 6.354 0.954 -3.308 0.317
H -5.871 -1.165 -1.304 0.278
H -6.856 -0.515 -2.668 0.444
H -4.237 -2.140 -2.745 0.210
H -5.563 -2.015 -3.939 0.352
H -4.316 -0.714 -3.936 0.239
Ag 5.246 -1.023 1.115 0.357



# 2
80
Properties=species:S:1:pos:R:3:mulliken_charge:R:1 method="wB97M-V/def2-TZVPD" largest_force_ev_per_a=0.94 total_energy_ev=-142654.412 homo_lumo_gap_ev="8.092 / 7.531" multiplicity=5 e_lumo_ev="-0.27 / -0.30"
Fe 0.391 -1.217 2.461 0.816
O -0.727 -0.834 4.401 -0.502
C -1.875 -1.699 4.444 -0.390
C -1.327 -3.097 4.296 -0.981
N -0.696 -3.271 2.983 0.731
C 0.404 -4.245 3.029 -0.636
C 1.767 -3.585 3.250 0.448
O 2.637 -4.199 3.832 -0.720
O 1.876 -2.411 2.713 -0.707
C -1.655 -3.589 1.935 -1.274
C -1.061 -3.387 0.557 0.721
O -1.419 -3.984 -0.429 -0.647
O -0.120 -2.458 0.552 -0.548
H -1.022 0.084 4.389 0.320
H -2.400 -1.587 5.395 0.477
H -2.549 -1.441 3.625 0.239
H -0.557 -3.241 5.056 0.543
H -2.116 -3.838 4.478 0.333
H 0.242 -5.015 3.787 0.419
H 0.471 -4.752 2.063 0.368
H -2.040 -4.613 1.999 0.432
H -2.501 -2.899 1.988 0.290
C -2.279 5.120 -0.671 -1.854
C -1.043 5.369 0.177 0.553
C 0.015 6.130 -0.604 -0.954
C 1.209 6.431 0.284 -1.031
C 1.752 5.156 0.867 1.108
C 3.078 5.038 1.207 -0.707
C 3.562 3.855 1.761 0.011
F 4.869 3.792 2.071 -0.357
C 2.757 2.782 1.989 -0.987
C 1.402 2.874 1.637 0.579
C 0.535 1.721 1.876 1.888
O 1.006 0.727 2.482 -1.315
C -0.800 1.835 1.418 0.510
C -1.215 3.023 0.881 -0.373
N -0.448 4.104 0.696 0.263
C 0.899 4.050 1.068 -1.002
C -1.831 0.723 1.478 -0.806
O -3.006 1.022 1.284 -0.813
O -1.375 -0.452 1.675 0.202
H -2.568 6.064 -1.133 0.437
H -3.132 4.766 -0.096 0.529
H -2.071 4.401 -1.466 0.379
H -1.324 5.969 1.048 0.135
H -0.429 7.052 -0.980 0.365
H 0.321 5.532 -1.468 0.329
H 0.892 7.094 1.095 0.324
H 1.993 6.953 -0.264 0.448
H 3.760 5.864 1.046 0.506
H 3.131 1.868 2.428 0.619
H -2.251 3.082 0.585 0.696
C 3.142 -1.066 -4.914 -1.541
C 2.081 -1.679 -4.009 0.421
C 2.672 -2.297 -2.746 -1.016
C 1.625 -2.959 -1.847 -0.784
Ge 0.416 -1.672 -1.055 0.650
C -1.104 -0.835 -1.924 -0.524
C -2.203 -1.686 -2.564 -0.945
C -1.715 -2.621 -3.662 0.430
C -2.839 -3.470 -4.239 -1.525
H 2.701 -0.611 -5.802 0.411
H 3.853 -1.825 -5.247 0.346
H 3.707 -0.294 -4.387 0.339
H 1.520 -2.443 -4.553 0.241
H 1.353 -0.907 -3.735 0.011
H 3.207 -1.522 -2.185 0.263
H 3.425 -3.038 -3.031 0.477
H 2.099 -3.443 -0.989 0.472
H 1.068 -3.725 -2.387 0.545
H 1.278 -0.547 -0.431 -0.465
H -0.652 -0.177 -2.674 0.591
H -1.522 -0.188 -1.148 0.127
H -2.954 -1.008 -2.983 0.597
H -2.708 -2.275 -1.800 0.226
H -0.945 -3.280 -3.255 -0.128
H -1.242 -2.036 -4.458 0.288
H -3.300 -4.074 -3.455 0.316
H -2.477 -4.147 -5.014 0.408
H -3.618 -2.844 -4.680 0.357



# 3
82
Properties=species:S:1:pos:R:3:mulliken_charge:R:1 method="wB97M-V/def2-TZVPD" largest_force_ev_per_a=9.97 total_energy_ev=-71450.277 homo_lumo_gap_ev=7.587 charge=+1 e_lumo_ev=-3.79
C -1.459 1.146 4.494 -0.612
O -1.222 0.689 3.115 -0.166
C 0.149 0.169 3.019 -1.198
N 0.893 0.230 1.685 1.858
C 2.348 0.272 2.120 -0.676
C 3.240 1.619 1.943 -0.295
C 4.775 1.355 2.544 0.232
O 5.542 2.441 2.700 -0.490
O 5.303 0.039 2.939 -0.437
C 0.462 1.625 1.279 -1.698
C -0.892 1.869 0.426 0.717
C -0.762 3.063 -0.746 -1.040
O -0.696 4.419 -0.178 -0.126
O -1.707 5.087 -0.689 -0.407
C -1.589 0.564 -0.254 -0.316
C -1.055 -0.903 0.267 2.249
C -1.505 -1.937 -0.937 -0.861
O -1.752 -3.272 -0.774 -0.527
N -1.963 -1.548 -2.359 0.292
C -3.443 -1.793 -2.547 0.429
O -4.043 -2.965 -2.763 -0.456
F -4.335 -0.578 -2.531 -0.258
C -2.091 -1.653 1.344 0.011
C -3.702 -1.452 0.936 -0.365
C -4.681 -2.229 1.946 -0.719
C -4.032 -3.065 3.143 -0.199
N -2.632 -3.345 3.550 -0.557
C -1.791 -2.595 2.576 -0.170
C 0.577 -0.893 0.679 2.134
C 1.543 -0.417 -0.612 -0.411
C 1.045 -0.350 -2.123 1.252
C 2.473 -0.148 -3.004 -0.577
C 2.031 0.139 -4.557 -0.518
C 1.462 1.648 -4.853 -0.021
O 0.472 1.631 -5.981 -0.372
C -0.826 1.107 -5.528 0.583
C -1.984 1.944 -4.714 -0.519
O -1.141 -0.179 -5.845 -0.509
C 1.213 -2.366 0.778 -1.042
I 1.509 -3.712 -1.051 0.164
C 1.842 -3.146 1.834 -1.047
C 2.048 -2.741 3.311 -1.178
I 2.695 -5.226 1.608 0.085
H -2.603 1.319 4.669 0.239
H -1.023 0.352 5.241 0.290
H -0.886 2.169 4.693 0.271
H 0.042 -0.862 3.514 0.031
H 0.666 0.865 3.848 0.926
H 3.039 -0.582 1.652 0.147
H 2.526 0.085 3.288 0.506
H 3.407 1.821 0.781 0.200
H 2.812 2.589 2.440 0.264
H 5.890 -0.297 2.182 0.363
H 1.192 2.215 0.540 0.520
H 0.542 2.323 2.248 0.432
H -1.676 2.359 1.186 0.482
H -1.692 2.959 -1.486 0.568
H 0.189 2.815 -1.424 0.193
H -2.572 4.645 -0.401 0.354
H -1.410 0.754 -1.422 -0.734
H -2.732 0.780 -0.146 0.310
H -1.473 -2.241 -2.993 0.422
H -4.109 -0.856 0.028 0.198
H -5.844 -2.167 1.787 0.317
H -4.831 -3.578 3.870 0.322
H -0.637 -2.784 2.819 0.125
H 2.585 -1.019 -0.640 0.240
H 2.055 0.646 -0.518 -0.579
H 0.457 0.633 -2.461 -0.809
H 0.602 -1.304 -2.627 0.054
H 3.186 -1.069 -2.899 0.338
H 2.936 0.855 -2.583 0.257
H 3.016 0.021 -5.219 0.341
H 1.237 -0.677 -4.886 0.239
H 2.310 2.418 -5.186 0.310
H 0.904 2.156 -3.956 -0.067
H -1.777 3.098 -4.616 0.293
H -3.018 1.855 -5.302 0.365
H -2.208 1.490 -3.633 -0.107
H 1.527 -3.599 3.977 0.467
H 3.210 -2.936 3.566 0.375
H 1.839 -1.799 3.879 0.298



What did the first record say?
78
Properties=species:S:1:pos:R:3:mulliken_charge:R:1 method="wB97M-V/def2-TZVPD" largest_force_ev_per_a=3.16 total_energy_ev=-59448.845 homo_lumo_gap_ev=6.463 charge=+1 e_lumo_ev=-5.24
C -1.627 -1.557 0.573 -0.750
C -2.966 -0.708 0.661 -0.197
O -3.423 -0.330 -0.652 -0.212
P -4.613 0.852 -0.571 0.804
O -5.529 0.554 0.573 -0.745
C -3.888 2.556 -0.238 -0.901
C -2.323 2.533 -0.008 -0.491
C -1.859 2.954 1.451 -1.261
C -0.648 2.026 1.854 0.070
C -0.749 1.161 3.061 -0.169
C 0.289 0.241 3.502 0.298
C 0.207 -0.711 4.735 0.549
C 1.460 -0.496 5.693 -1.401
C -1.165 -0.664 5.523 -0.437
C -2.115 -1.786 4.901 -0.802
C 1.525 0.174 2.683 -1.462
C 1.640 1.009 1.501 0.606
C 0.574 1.952 1.059 0.777
C 0.814 2.778 -0.248 -0.124
O 0.499 3.936 -0.359 -0.490
C 1.487 1.959 -1.403 0.718
C 1.069 2.101 -2.796 -1.046
C 1.755 1.238 -3.780 -1.095
C 2.794 0.267 -3.393 1.375
C 3.445 -0.592 -4.517 -1.114
N 3.432 -2.058 -4.267 -0.244
C 2.176 -2.535 -3.647 -0.718
C 3.224 0.145 -1.983 0.822
C 4.321 -0.887 -1.561 -0.917
B 5.803 -0.513 -2.092 0.763
O 6.703 -1.616 -2.247 -0.597
O 6.255 0.785 -2.356 -0.526
C 2.549 1.011 -0.970 0.490
C 2.889 0.954 0.572 0.046
O 4.038 0.913 1.036 -0.917
O -5.374 0.802 -2.062 -0.471
C -5.808 -0.574 -2.256 -0.260
C -4.908 -1.394 -3.258 -0.948
H -1.168 -1.574 1.603 0.041
H -1.795 -2.587 0.169 0.416
H -0.955 -0.983 -0.133 0.121
H -3.768 -1.291 1.199 0.505
H -2.735 0.174 1.319 0.073
H -4.065 3.131 -1.197 0.361
H -4.445 3.099 0.563 0.439
H -1.872 3.289 -0.714 0.418
H -1.827 1.559 -0.253 0.362
H -1.451 3.999 1.459 0.389
H -2.686 2.911 2.212 0.525
H -1.694 1.194 3.654 0.044
H 0.313 -1.766 4.342 0.346
H 1.364 -1.049 6.665 0.435
H 1.687 0.597 5.834 0.318
H 2.366 -0.936 5.177 0.270
H -1.648 0.344 5.554 0.312
H -0.929 -0.978 6.581 0.356
H -1.557 -2.742 4.722 0.305
H -2.949 -2.010 5.613 0.388
H -2.485 -1.416 3.906 -0.025
H 2.381 -0.506 2.918 0.096
H 0.272 2.824 -3.101 0.484
H 1.488 1.314 -4.867 0.336
H 4.539 -0.285 -4.552 0.078
H 3.043 -0.362 -5.544 0.468
H 3.604 -2.514 -5.167 0.312
H 2.238 -3.665 -3.637 0.297
H 1.245 -2.282 -4.221 0.306
H 2.115 -2.237 -2.566 0.223
H 4.045 -1.872 -2.042 0.196
H 4.302 -1.098 -0.449 0.240
H 6.319 -2.141 -2.980 0.346
H 6.354 0.954 -3.308 0.317
H -5.871 -1.165 -1.304 0.278
H -6.856 -0.515 -2.668 0.444
H -4.237 -2.140 -2.745 0.210
H -5.563 -2.015 -3.939 0.352
H -4.316 -0.714 -3.936 0.239
Ag 5.246 -1.023 1.115 0.357



Repeat the second record exactly.
80
Properties=species:S:1:pos:R:3:mulliken_charge:R:1 method="wB97M-V/def2-TZVPD" largest_force_ev_per_a=0.94 total_energy_ev=-142654.412 homo_lumo_gap_ev="8.092 / 7.531" multiplicity=5 e_lumo_ev="-0.27 / -0.30"
Fe 0.391 -1.217 2.461 0.816
O -0.727 -0.834 4.401 -0.502
C -1.875 -1.699 4.444 -0.390
C -1.327 -3.097 4.296 -0.981
N -0.696 -3.271 2.983 0.731
C 0.404 -4.245 3.029 -0.636
C 1.767 -3.585 3.250 0.448
O 2.637 -4.199 3.832 -0.720
O 1.876 -2.411 2.713 -0.707
C -1.655 -3.589 1.935 -1.274
C -1.061 -3.387 0.557 0.721
O -1.419 -3.984 -0.429 -0.647
O -0.120 -2.458 0.552 -0.548
H -1.022 0.084 4.389 0.320
H -2.400 -1.587 5.395 0.477
H -2.549 -1.441 3.625 0.239
H -0.557 -3.241 5.056 0.543
H -2.116 -3.838 4.478 0.333
H 0.242 -5.015 3.787 0.419
H 0.471 -4.752 2.063 0.368
H -2.040 -4.613 1.999 0.432
H -2.501 -2.899 1.988 0.290
C -2.279 5.120 -0.671 -1.854
C -1.043 5.369 0.177 0.553
C 0.015 6.130 -0.604 -0.954
C 1.209 6.431 0.284 -1.031
C 1.752 5.156 0.867 1.108
C 3.078 5.038 1.207 -0.707
C 3.562 3.855 1.761 0.011
F 4.869 3.792 2.071 -0.357
C 2.757 2.782 1.989 -0.987
C 1.402 2.874 1.637 0.579
C 0.535 1.721 1.876 1.888
O 1.006 0.727 2.482 -1.315
C -0.800 1.835 1.418 0.510
C -1.215 3.023 0.881 -0.373
N -0.448 4.104 0.696 0.263
C 0.899 4.050 1.068 -1.002
C -1.831 0.723 1.478 -0.806
O -3.006 1.022 1.284 -0.813
O -1.375 -0.452 1.675 0.202
H -2.568 6.064 -1.133 0.437
H -3.132 4.766 -0.096 0.529
H -2.071 4.401 -1.466 0.379
H -1.324 5.969 1.048 0.135
H -0.429 7.052 -0.980 0.365
H 0.321 5.532 -1.468 0.329
H 0.892 7.094 1.095 0.324
H 1.993 6.953 -0.264 0.448
H 3.760 5.864 1.046 0.506
H 3.131 1.868 2.428 0.619
H -2.251 3.082 0.585 0.696
C 3.142 -1.066 -4.914 -1.541
C 2.081 -1.679 -4.009 0.421
C 2.672 -2.297 -2.746 -1.016
C 1.625 -2.959 -1.847 -0.784
Ge 0.416 -1.672 -1.055 0.650
C -1.104 -0.835 -1.924 -0.524
C -2.203 -1.686 -2.564 -0.945
C -1.715 -2.621 -3.662 0.430
C -2.839 -3.470 -4.239 -1.525
H 2.701 -0.611 -5.802 0.411
H 3.853 -1.825 -5.247 0.346
H 3.707 -0.294 -4.387 0.339
H 1.520 -2.443 -4.553 0.241
H 1.353 -0.907 -3.735 0.011
H 3.207 -1.522 -2.185 0.263
H 3.425 -3.038 -3.031 0.477
H 2.099 -3.443 -0.989 0.472
H 1.068 -3.725 -2.387 0.545
H 1.278 -0.547 -0.431 -0.465
H -0.652 -0.177 -2.674 0.591
H -1.522 -0.188 -1.148 0.127
H -2.954 -1.008 -2.983 0.597
H -2.708 -2.275 -1.800 0.226
H -0.945 -3.280 -3.255 -0.128
H -1.242 -2.036 -4.458 0.288
H -3.300 -4.074 -3.455 0.316
H -2.477 -4.147 -5.014 0.408
H -3.618 -2.844 -4.680 0.357